12
Properties=species:S:1:pos:R:3:mulliken_charge:R:1 method="wB97M-V/def2-TZVPD" de_lowest_kj_mol=239.2 max_force_ev_per_a=4.11 smiles="[H]/N=C1/C[C@@H]1C" energy_ha=-211.269554
H 0.21 2.48 -1.46 0.25
N 0.91 2.11 -0.94 -0.62
C 0.71 1.18 -0.20 0.45
C 1.37 0.36 0.75 -0.76
C -0.20 0.20 0.45 0.08
C -0.54 -1.01 -0.32 -1.11
H 2.04 -0.47 0.55 0.26
H 1.55 0.75 1.72 0.26
H -0.93 0.49 1.28 0.34
H -1.52 -1.34 -0.15 0.35
H 0.19 -1.87 -0.18 0.26
H -0.67 -0.66 -1.44 0.23